Entry 1:
Below is a molecular structure, C24H45BF4P2Ru at a distorted geometry, with properties calculated with ωB97M-V with the def2-TZVPD basis set.

XYZ file:
```
77
Properties=species:S:1:pos:R:3:forces:R:3:mulliken_charge:R:1
C -3.431375 1.107470 2.613275 -0.53 -0.02 -0.36 -1.192
H -5.481743 -1.092013 -2.394922 0.05 0.10 -0.02 0.332
H -0.255647 0.588692 1.926124 -0.42 -0.44 0.57 -0.177
H 1.319246 -3.287152 1.798438 -0.08 -0.14 -0.21 0.259
F 1.536725 -0.723951 4.324418 0.63 0.16 -0.47 -0.356
H -4.047148 -1.976602 1.408449 0.12 -0.12 0.67 0.215
H 1.615548 2.203466 2.236246 -0.07 0.13 -0.04 0.212
H 3.900577 2.276918 0.061229 -0.20 -0.06 0.01 0.319
C -1.509728 3.312549 -0.316340 -0.54 0.28 0.36 -0.979
C 1.901714 1.789925 -0.493360 0.70 -0.14 0.19 0.509
F 2.032223 -0.919913 2.062943 0.23 0.39 0.49 -0.213
C 2.157155 0.975300 -2.938513 0.17 -0.36 -0.19 -1.759
H -1.650264 2.633773 -2.972941 0.15 0.19 -0.20 0.283
C 0.177286 2.274005 -1.933860 0.36 0.29 0.44 1.231
H 1.452696 3.895446 1.732179 -0.04 -0.20 -0.11 0.359
H -1.607553 3.491136 0.762157 -0.10 -0.02 -0.36 0.329
H -0.027603 -3.765550 0.720896 0.15 -0.11 0.08 0.319
H 0.001280 2.967527 2.126099 0.25 0.01 -0.11 0.338
F 3.664669 -1.426005 3.623636 -0.71 0.63 -0.10 -0.351
P -2.483894 -0.285572 1.895146 1.16 0.68 -1.64 0.881
B 2.576076 -0.570669 3.374597 0.08 -0.59 -0.02 0.269
C 3.227735 1.404999 0.016524 0.12 -0.37 0.00 -0.960
H -3.767663 -1.923318 3.214822 0.21 -0.20 -0.47 0.458
C -2.643479 -0.440872 -4.009660 -0.30 0.77 -0.40 -1.201
H 3.729335 -3.587774 -0.256416 0.01 0.24 0.02 0.445
H -4.756844 0.789778 -0.412590 0.40 0.29 -0.34 0.532
C -4.811863 -1.079403 -1.534369 0.49 -0.07 0.59 -1.264
Ru -2.373018 0.639920 -1.507762 3.94 3.02 5.45 0.133
P 1.609176 -2.366915 -0.423474 0.29 -0.18 0.12 1.187
H -0.225608 3.432951 -3.687865 -0.14 -0.17 0.18 0.474
H -3.672571 -2.614391 -2.639853 0.05 0.10 -0.02 0.448
C -1.764900 -0.624504 -2.800628 1.53 -3.67 -0.36 -0.102
H -1.702267 4.255882 -0.856319 0.05 -0.31 0.17 0.359
H 2.792808 0.157140 -2.573910 -0.16 0.26 -0.08 0.280
H 3.650180 -2.182522 0.869543 0.03 -0.12 -0.24 0.259
C -4.263895 0.330231 -1.279726 -3.84 0.47 -1.21 0.107
C 0.893171 2.471109 0.247122 -0.35 0.44 0.18 -0.023
H -4.324384 2.240423 -2.364273 0.42 -0.68 -0.16 0.368
C -3.628196 -2.062451 -1.699554 -0.04 0.33 0.71 -1.317
H -0.683766 -0.791756 -2.969669 -0.54 0.22 0.06 0.620
H -4.099235 0.811793 3.446821 0.40 0.32 -0.41 0.427
C -3.294636 -1.891155 2.217256 -0.30 0.19 -0.12 -1.038
H -1.996687 -0.014658 -4.778219 -0.19 -0.24 -0.22 0.460
H 2.804083 1.692943 -3.467794 -0.11 -0.12 0.10 0.394
H -5.408693 -1.374430 -0.664271 0.03 0.06 -0.21 0.390
H -0.572943 -0.153443 3.566290 -0.15 -0.08 -0.67 0.608
C -3.848304 0.596850 -3.813004 0.70 -0.14 -0.54 -0.967
H 0.427708 -3.511637 -2.211249 0.19 -0.09 -0.08 0.314
H -2.777211 1.955201 2.895089 -0.23 -0.62 0.00 0.314
H -3.035761 -1.396273 -4.370016 0.10 0.08 0.04 0.467
C 1.486185 -3.373706 -1.959493 -0.06 0.07 -0.01 -1.407
C -2.313717 -1.286483 -1.584927 0.92 -3.34 -2.18 0.012
H -3.663727 -2.810563 -0.898115 0.06 0.13 -0.22 0.510
C 0.990786 2.896974 1.655747 -0.02 -0.15 0.35 -0.907
H 3.157484 0.999464 1.033623 0.00 0.07 -0.04 0.021
C 1.444770 1.637525 -1.830491 -0.30 0.00 -0.30 0.127
H -2.578887 -2.718544 2.072903 -0.19 0.43 0.24 0.258
H 1.556896 -4.595820 0.583134 -0.14 0.15 0.12 0.462
C 1.059630 -3.640441 0.793080 -0.12 0.29 -0.02 -1.354
H 1.971358 -4.348857 -1.818806 -0.14 0.17 -0.19 0.440
H -0.457504 1.690906 -3.892869 0.02 0.20 0.10 0.258
H 3.962509 -1.915291 -0.868799 0.05 -0.19 0.12 0.350
H -3.652206 1.435410 -4.481537 -0.21 -0.17 -0.24 0.446
H 1.974409 -2.827578 -2.777223 -0.10 -0.22 0.06 0.351
C -0.575766 2.517907 -3.182762 -0.31 -0.25 -0.34 -1.140
F 2.991595 0.789180 3.299362 -0.23 -0.33 -0.07 -0.401
H 3.700748 0.655463 -0.627736 -0.10 0.19 0.15 0.266
H -2.330891 2.600740 -0.618516 0.36 0.81 0.35 -0.160
H -1.609938 -1.766221 -0.897160 0.23 0.41 -0.30 0.391
C -0.756264 -0.240585 2.475358 0.13 0.15 0.10 -0.507
C -3.938873 1.198445 -2.437119 -4.00 1.10 0.39 -0.408
H -0.236723 -1.128127 2.092049 -0.17 0.09 0.24 -0.193
H -4.791045 0.124774 -4.104800 0.08 0.11 0.03 0.469
H 1.452810 0.561396 -3.672887 0.20 0.15 0.16 0.368
C 3.425988 -2.539102 -0.142962 -0.18 0.31 0.03 -1.326
C -0.187534 2.742371 -0.641407 0.31 -0.55 -0.53 0.824
H -4.022098 1.437246 1.729361 -0.05 0.04 0.92 0.252
```
Forces are in eV/Å.

Its spin multiplicity is 6. As for the total energy: -58316.284 eV. As for the gap between HOMO and LUMO (spin up / spin down): 0.2603 / 0.1651 hartree. For the relative energy (zero: lowest compared OMol25 entry of this formula, charge and spin), the calculation gives 0.0 kJ/mol. For the LUMO energy (spin up / spin down), the calculation gives -3.50 / -6.16 eV. The calculation puts the maximum force at 7.368 eV/A. Its total charge is +1.


Entry 2:
Below is a molecular structure, C24H45ClMnN3O4Si at a distorted geometry, with properties calculated with ωB97M-V with the def2-TZVPD basis set.

XYZ file:
```
79
Properties=species:S:1:pos:R:3:forces:R:3:mulliken_charge:R:1
C 0.740899 3.116081 -3.343732 -0.05 0.00 -0.18 -1.420
C 3.624799 1.236481 0.799368 -0.39 0.02 -0.37 -0.817
C 1.568199 -5.555719 -1.477032 -0.39 0.11 0.12 -0.993
H -0.152901 -1.252119 -3.432732 0.08 -0.23 -0.35 0.354
H 1.248299 3.912681 -2.812732 0.01 0.03 0.04 0.422
H 3.253499 2.027681 -1.686932 -0.10 -0.04 -0.04 0.275
H -1.532201 -2.351319 5.410768 -0.12 -0.03 0.06 0.303
Si 0.025599 2.571881 2.061268 0.20 -1.23 -2.61 0.270
H 1.918999 4.020581 1.361868 -0.45 0.18 0.05 0.299
C 2.839099 -0.764519 -0.320132 -1.48 -1.21 0.55 -0.206
H -4.765001 0.719681 -2.340232 -0.08 0.24 -0.49 0.417
H -1.064801 0.273481 -5.209132 -0.07 -0.04 0.00 0.410
H 4.678299 1.495481 0.903468 0.13 0.02 0.01 0.419
H 2.288699 -4.858619 -1.887332 0.15 0.05 -0.09 0.287
N 0.585499 -4.819119 -0.711632 -0.13 -0.65 -0.30 0.376
O -0.156901 -2.821519 0.071168 1.14 -2.59 -0.72 -0.953
H 0.341099 4.633181 0.724468 0.32 -0.18 0.42 0.184
H 0.912999 1.705081 -1.728632 -0.16 -0.02 -0.02 0.475
C -2.644501 0.367181 -2.084332 -0.10 0.35 -2.89 0.616
C 1.018099 1.983381 3.546968 0.00 0.07 0.69 -0.739
C -0.118601 0.856981 -3.381832 0.00 0.19 -0.19 -1.299
C -4.058301 0.332781 -1.611332 -0.79 -0.16 -0.14 -1.397
C 0.609199 -3.487619 -0.645732 -1.14 1.50 1.26 0.369
H 1.342199 -3.001919 -1.287832 0.20 0.19 -0.06 -0.146
H 0.437999 4.282881 -5.123432 0.00 0.04 -0.03 0.386
H -0.706401 2.445281 -6.324932 -0.02 0.02 -0.06 0.372
O 0.444499 -0.626019 -1.572532 1.04 -0.30 -3.17 -0.119
O 2.039399 -1.122319 0.562168 2.37 -0.07 -0.20 -0.747
C -0.356901 2.295381 -5.311332 -0.02 -0.06 0.01 -0.689
H -0.115601 -6.109119 0.782768 -0.03 -0.09 0.08 0.315
C 0.851099 4.187881 1.601868 0.25 0.83 0.34 -1.272
H -0.065801 -1.434019 5.788468 0.12 -0.02 0.09 0.304
C -1.101101 -0.486719 2.949368 1.30 -0.52 -1.26 -0.832
H -4.177301 0.918881 -0.696632 0.00 0.03 -0.21 0.201
H 1.084399 -6.098119 -2.290732 0.04 -0.05 -0.10 0.334
H 2.080499 1.870681 3.259668 -0.47 0.08 0.11 0.263
H -2.133101 1.262081 4.423368 0.01 0.04 -0.03 0.167
H -0.898801 -6.290519 -0.799432 0.08 -0.10 -0.13 0.356
C -1.812701 -0.663019 -2.253032 -0.21 0.49 -3.51 -0.016
H -1.278801 -4.900719 0.209668 0.07 0.17 0.07 0.277
C -2.141501 -2.097519 -1.994132 0.21 -0.93 -0.51 -1.460
H -0.582901 1.913281 -0.184132 0.33 -0.22 0.08 0.146
C -1.738901 3.095981 2.409068 -0.42 0.31 0.48 -1.157
C 0.287199 3.326381 -4.639032 0.03 0.04 0.03 -0.498
H 3.274599 0.699881 1.671868 -0.04 -0.13 0.07 0.280
H 3.034999 2.143481 0.695168 0.00 0.21 0.16 0.063
H 2.080799 -6.274219 -0.838032 0.11 -0.05 0.03 0.329
H 0.674999 1.024681 3.958068 0.19 0.23 -0.09 0.098
Mn -0.020201 -0.724519 0.241368 -0.62 1.48 1.43 1.798
H -2.108001 3.658481 1.527568 0.25 -0.25 0.44 0.264
C -0.721101 -1.762319 4.981668 0.15 0.35 -0.07 -0.952
H -1.829901 -2.382619 -0.990832 -0.31 -0.24 -0.69 0.220
H -0.158201 -2.374419 4.287568 0.07 -0.03 -0.10 0.248
H 3.320199 0.439581 -2.467632 -0.15 0.01 0.00 0.372
N -1.251101 -0.617319 4.270168 -0.12 -0.30 0.82 0.457
H -4.364701 -0.685919 -1.359332 -0.07 0.21 -0.12 0.302
H -1.750101 3.767781 3.291868 -0.28 -0.22 -0.33 0.270
C -1.936801 0.394081 5.044668 -0.33 -0.32 -0.18 -0.877
H -1.583601 -2.739919 -2.679932 0.03 -0.09 -0.44 0.414
H 0.787499 4.885281 2.462868 0.17 0.05 -0.43 0.281
H 4.793699 1.154381 -1.798032 0.23 0.16 -0.08 0.353
H 3.124999 -1.451719 -1.127532 -0.32 0.12 -0.28 0.519
C 0.544599 1.888981 -2.726732 0.14 -0.15 -0.05 1.280
H 1.129799 1.589481 0.258668 0.76 0.25 -0.67 -1.390
O -0.234101 -1.090319 2.296668 -1.15 -0.18 2.15 -0.838
H -2.886101 0.011781 5.421368 -0.14 0.01 0.15 0.359
Cl -2.317801 -0.525719 0.015868 -1.10 -0.27 7.88 -0.702
H -1.328001 0.704481 5.894468 0.12 0.01 -0.01 0.342
N 3.443899 0.413381 -0.383532 0.58 0.96 0.34 0.319
H 0.954199 2.747481 4.347468 0.16 -0.31 -0.20 0.332
H -2.433901 2.258881 2.561268 0.11 0.27 -0.01 0.359
H -3.196901 -2.328419 -2.112232 -0.19 0.06 0.05 0.338
C -0.558001 1.074181 -4.684332 0.08 0.12 -0.04 -0.245
H -2.276101 1.356481 -2.333732 0.10 0.07 0.03 0.153
C -0.483501 -5.573419 -0.092932 0.04 0.03 0.16 -1.023
C -0.369601 -0.467519 -2.699232 0.13 0.26 1.20 0.492
H -1.798801 0.196181 2.467368 0.12 0.24 -0.20 0.680
C 3.719699 1.042681 -1.656932 0.46 -0.34 0.04 -1.097
C 0.104999 1.435981 0.539868 -0.64 1.51 2.20 1.365
```
Forces are in eV/Å.

Its spin multiplicity is 6. As for the total energy: -89998.022 eV. As for the gap between HOMO and LUMO (spin up / spin down): 0.1462 / 0.1823 hartree. For the relative energy (zero: lowest compared OMol25 entry of this formula, charge and spin), the calculation gives 0.0 kJ/mol. For the LUMO energy (spin up / spin down), the calculation gives 2.48 / 2.47 eV. The calculation puts the maximum force at 7.963 eV/A. Its total charge is -1.